Record 1
{"formula": "C58H68N9O5S2", "method": "the ωB97M-V functional and the def2-TZVPD basis", "symbols": ["C", "C", "C", "N", "C", "C", "O", "O", "C", "C", "C", "C", "S", "C", "S", "N", "C", "C", "C", "C", "C", "C", "C", "C", "C", "C", "C", "C", "C", "O", "O", "O", "C", "C", "C", "C", "C", "C", "C", "H", "H", "H", "H", "H", "H", "H", "H", "H", "H", "H", "H", "H", "H", "H", "H", "H", "H", "H", "H", "H", "H", "H", "H", "H", "H", "H", "H", "H", "H", "H", "H", "H", "N", "C", "C", "C", "C", "H", "H", "H", "H", "H", "N", "C", "C", "C", "C", "H", "H", "H", "H", "H", "N", "C", "C", "C", "C", "H", "H", "H", "H", "H", "N", "C", "C", "C", "C", "H", "H", "H", "H", "H", "N", "C", "C", "C", "C", "H", "H", "H", "H", "H", "N", "C", "C", "C", "C", "H", "H", "H", "H", "H", "N", "C", "C", "C", "C", "H", "H", "H", "H", "H"], "xyz": [[-1.95, 2.86, 2.32], [-2.75, 2.79, 0.91], [-4.32, 2.61, 1.31], [-4.55, 1.14, 1.59], [-5.30, 1.11, 2.87], [-4.33, 1.36, 4.15], [-4.50, 2.43, 4.79], [-3.30, 0.47, 4.53], [-5.31, 0.54, 0.46], [-4.53, 0.64, -0.97], [-3.30, -0.39, -1.03], [-1.99, 0.20, -1.75], [-0.60, -1.00, -1.44], [0.89, -0.15, -0.80], [1.46, 1.18, -1.70], [1.66, -0.50, 0.41], [1.43, 0.37, 1.57], [2.25, 1.72, 1.61], [2.10, 2.74, 2.78], [1.14, 2.48, 4.00], [0.34, 1.14, 3.95], [0.47, 0.13, 2.75], [1.68, -1.94, 0.71], [0.49, -2.83, 1.16], [0.55, -4.34, 1.47], [1.93, -5.05, 1.35], [3.18, -4.18, 0.95], [3.08, -2.65, 0.62], [-5.60, -1.05, 0.66], [-6.49, -1.57, -0.12], [-4.91, -1.82, 1.59], [-2.53, 3.94, 0.07], [-1.22, 3.94, -0.54], [-1.41, 4.44, -2.06], [-2.74, 4.09, -2.79], [-3.04, 4.56, -4.26], [-1.99, 5.41, -5.02], [-0.66, 5.74, -4.30], [-0.36, 5.26, -2.84], [-1.95, 1.78, 2.72], [-2.52, 3.47, 3.12], [-0.89, 3.28, 2.22], [-2.44, 1.79, 0.44], [-4.92, 2.99, 0.41], [-4.57, 3.28, 2.20], [-5.84, 0.13, 3.09], [-6.12, 1.93, 2.90], [-2.93, 0.06, 3.71], [-6.29, 1.12, 0.31], [-5.31, 0.27, -1.74], [-4.28, 1.71, -1.26], [-3.62, -1.35, -1.60], [-2.96, -0.76, 0.01], [-1.75, 1.28, -1.50], [-2.19, 0.16, -2.89], [2.97, 1.95, 0.74], [2.70, 3.72, 2.82], [1.00, 3.20, 4.86], [-0.36, 0.94, 4.85], [-0.18, -0.81, 2.78], [-0.54, -2.31, 1.24], [-0.43, -4.86, 1.76], [1.97, -6.16, 1.57], [4.18, -4.75, 0.92], [4.04, -2.11, 0.34], [-0.57, 4.70, 0.03], [-0.79, 2.88, -0.46], [-3.56, 3.49, -2.28], [-4.04, 4.26, -4.74], [-2.23, 5.77, -6.09], [0.13, 6.38, -4.84], [0.63, 5.54, -2.35], [5.03, -7.27, -0.19], [5.95, -7.95, 0.56], [7.01, -8.26, -0.26], [6.72, -7.74, -1.55], [5.49, -7.13, -1.47], [4.15, -6.92, 0.15], [5.77, -8.16, 1.60], [7.90, -8.80, 0.04], [7.34, -7.80, -2.43], [4.91, -6.61, -2.22], [-6.35, 6.06, -3.69], [-7.28, 6.88, -4.26], [-8.38, 6.12, -4.59], [-8.09, 4.79, -4.20], [-6.83, 4.78, -3.64], [-5.44, 6.36, -3.36], [-7.09, 7.94, -4.38], [-9.28, 6.48, -5.06], [-8.74, 3.93, -4.30], [-6.24, 3.98, -3.22], [3.51, 3.90, -2.51], [4.15, 4.16, -3.69], [4.32, 5.52, -3.80], [3.76, 6.10, -2.63], [3.27, 5.08, -1.86], [3.25, 2.99, -2.17], [4.43, 3.36, -4.35], [4.79, 6.04, -4.62], [3.72, 7.16, -2.39], [2.77, 5.09, -0.90], [10.04, -4.49, -0.73], [9.27, -5.59, -1.01], [10.08, -6.55, -1.55], [11.39, -6.02, -1.60], [11.34, -4.75, -1.08], [9.71, -3.63, -0.33], [8.21, -5.58, -0.80], [9.76, -7.53, -1.88], [12.28, -6.52, -1.97], [12.11, -4.01, -0.94], [9.22, -0.67, 0.30], [8.23, -1.11, 1.14], [7.02, -0.74, 0.60], [7.29, -0.05, -0.61], [8.66, -0.03, -0.77], [10.21, -0.79, 0.45], [8.46, -1.65, 2.04], [6.05, -0.94, 1.02], [6.57, 0.37, -1.30], [9.27, 0.39, -1.55], [-3.49, -0.59, 7.48], [-4.44, -1.18, 8.26], [-4.04, -1.07, 9.57], [-2.79, -0.40, 9.57], [-2.48, -0.11, 8.27], [-3.53, -0.53, 6.47], [-5.33, -1.62, 7.83], [-4.57, -1.45, 10.43], [-2.19, -0.14, 10.43], [-1.63, 0.40, 7.83], [-6.64, -3.34, -3.96], [-6.56, -4.66, -4.33], [-6.59, -5.42, -3.19], [-6.70, -4.53, -2.09], [-6.74, -3.26, -2.59], [-6.64, -2.56, -4.59], [-6.48, -4.94, -5.37], [-6.54, -6.50, -3.15], [-6.75, -4.80, -1.04], [-6.82, -2.30, -2.10]], "charge": -1, "gap_ev": 6.092, "energy_ev": -106552.8933, "homo_energy_ev": -5.50, "fmax_ha_per_bohr": 0.1197}

---

Record 2
{"formula": "C58H79GeN3P3RbS5SeSi", "method": "the ωB97M-V functional and the def2-TZVPD basis", "symbols": ["Rb", "C", "C", "C", "P", "C", "C", "C", "C", "C", "C", "C", "C", "C", "Si", "C", "C", "C", "C", "C", "C", "P", "C", "C", "C", "C", "C", "C", "C", "C", "C", "C", "C", "C", "P", "C", "C", "C", "C", "C", "C", "H", "H", "H", "H", "H", "H", "H", "H", "H", "H", "H", "H", "H", "H", "H", "H", "H", "H", "H", "H", "H", "H", "H", "H", "H", "H", "H", "H", "H", "H", "H", "H", "H", "H", "H", "H", "H", "H", "H", "H", "H", "H", "H", "H", "H", "H", "H", "H", "H", "H", "H", "H", "H", "H", "S", "C", "S", "C", "C", "S", "S", "S", "N", "C", "C", "C", "C", "C", "C", "C", "H", "H", "H", "H", "H", "C", "Ge", "C", "C", "C", "Se", "C", "H", "H", "H", "H", "H", "H", "H", "H", "H", "H", "H", "H", "H", "H", "N", "C", "N", "C", "C", "C", "C", "C", "C", "H", "H", "H", "H", "H", "H"], "xyz": [[0.32, -0.15, 0.44], [2.83, 4.51, -1.92], [3.67, 3.45, -1.19], [3.79, 3.80, 0.29], [2.86, 1.76, -1.33], [4.34, 0.68, -0.85], [4.07, -0.75, -1.29], [5.75, 1.09, -1.27], [2.76, 1.58, -3.16], [3.82, 1.92, -4.01], [3.71, 1.72, -5.38], [2.56, 1.17, -5.91], [1.51, 0.84, -5.07], [1.56, 1.07, -3.69], [-0.01, 0.87, -2.56], [-0.92, -0.56, -3.49], [-2.13, -0.34, -4.17], [-2.88, -1.37, -4.71], [-2.46, -2.68, -4.56], [-1.30, -2.95, -3.86], [-0.52, -1.91, -3.33], [0.99, -2.24, -2.34], [2.17, -3.09, -3.55], [1.75, -4.44, -4.14], [2.53, -2.13, -4.68], [0.54, -3.74, -1.31], [1.75, -4.15, -0.47], [-0.65, -3.43, -0.41], [-0.98, 2.41, -3.29], [-0.87, 2.95, -4.57], [-1.66, 4.01, -5.00], [-2.60, 4.56, -4.14], [-2.72, 4.06, -2.85], [-1.91, 3.01, -2.42], [-1.87, 2.38, -0.69], [-3.49, 2.95, 0.13], [-3.88, 4.40, 0.47], [-4.62, 2.27, -0.66], [-0.58, 3.60, -0.05], [-0.68, 5.04, -0.55], [-0.53, 3.55, 1.47], [3.30, 5.49, -1.84], [1.84, 4.58, -1.46], [2.70, 4.26, -2.97], [4.66, 3.43, -1.65], [2.81, 3.72, 0.77], [4.16, 4.82, 0.42], [4.47, 3.12, 0.81], [4.29, 0.69, 0.25], [4.16, -0.84, -2.38], [3.08, -1.07, -0.99], [4.79, -1.43, -0.82], [5.85, 1.14, -2.35], [6.45, 0.34, -0.90], [6.05, 2.05, -0.84], [4.72, 2.36, -3.62], [4.53, 2.01, -6.03], [2.48, 0.99, -6.98], [0.61, 0.39, -5.48], [-2.49, 0.68, -4.27], [-3.81, -1.16, -5.23], [-3.05, -3.50, -4.97], [-1.01, -3.98, -3.70], [3.07, -3.25, -2.94], [0.84, -4.34, -4.74], [1.59, -5.20, -3.38], [2.55, -4.80, -4.80], [1.66, -1.91, -5.29], [3.30, -2.57, -5.33], [2.92, -1.19, -4.28], [0.26, -4.57, -1.97], [2.04, -3.34, 0.21], [2.61, -4.42, -1.08], [1.49, -5.01, 0.16], [-0.40, -2.63, 0.29], [-0.91, -4.31, 0.19], [-1.51, -3.13, -1.00], [-0.15, 2.54, -5.26], [-1.54, 4.40, -6.01], [-3.23, 5.38, -4.48], [-3.44, 4.52, -2.19], [-3.41, 2.42, 1.08], [-4.82, 4.38, 1.03], [-4.05, 5.01, -0.42], [-3.14, 4.89, 1.09], [-4.69, 2.65, -1.67], [-5.59, 2.41, -0.17], [-4.42, 1.20, -0.71], [0.34, 3.16, -0.44], [-1.66, 5.48, -0.36], [-0.50, 5.10, -1.63], [0.07, 5.66, -0.05], [-1.40, 4.04, 1.92], [0.36, 4.06, 1.84], [-0.49, 2.52, 1.82], [4.24, -7.08, 3.85], [3.63, -5.56, 3.53], [4.58, -4.23, 2.99], [3.31, -2.99, 2.86], [2.06, -3.42, 3.20], [0.60, -2.54, 3.20], [1.98, -5.13, 3.68], [3.81, -1.45, 2.30], [-2.66, -0.76, -0.54], [-3.48, -1.30, -1.13], [-4.59, -1.95, -1.74], [-5.62, -1.19, -2.31], [-6.70, -1.82, -2.90], [-6.76, -3.21, -2.94], [-5.74, -3.96, -2.39], [-4.66, -3.35, -1.78], [-5.55, -0.11, -2.28], [-7.49, -1.23, -3.35], [-7.61, -3.70, -3.41], [-5.78, -5.05, -2.43], [-3.86, -3.93, -1.35], [-7.09, 1.17, 2.60], [-5.79, 1.12, 4.08], [-4.75, 2.79, 4.19], [-6.79, 0.93, 5.78], [-4.64, -0.47, 3.88], [-3.88, -0.55, 2.07], [-3.01, -2.27, 2.33], [-7.63, 2.12, 2.57], [-7.82, 0.36, 2.70], [-6.57, 1.03, 1.65], [-5.38, 3.65, 4.01], [-3.94, 2.79, 3.46], [-4.31, 2.88, 5.18], [-7.50, 1.76, 5.89], [-6.12, 0.94, 6.63], [-7.36, -0.01, 5.80], [-5.23, -1.37, 4.03], [-3.82, -0.46, 4.59], [-3.67, -2.90, 2.92], [-2.06, -2.15, 2.84], [-2.86, -2.71, 1.35], [2.78, 1.43, 4.52], [2.41, 1.29, 3.21], [1.13, 1.11, 3.06], [0.61, 1.06, 4.34], [-0.70, 0.86, 4.77], [-0.94, 0.89, 6.13], [0.09, 1.12, 7.05], [1.40, 1.31, 6.64], [1.64, 1.27, 5.28], [3.72, 1.46, 4.86], [3.11, 1.38, 2.40], [-1.48, 0.68, 4.04], [-1.95, 0.72, 6.50], [-0.15, 1.15, 8.11], [2.19, 1.48, 7.36]], "charge": -2, "gap_ev": 3.871, "energy_ev": -278339.8778, "homo_energy_ev": -0.63, "fmax_ha_per_bohr": 0.0201}